{
  "formula": "C96H210N5O8P3",
  "method": "ωB97M-V/def2-TZVPD",
  "symbols": ["C", "C", "C", "C", "P", "C", "C", "C", "C", "C", "C", "C", "C", "C", "C", "C", "C", "H", "H", "H", "H", "H", "H", "H", "H", "H", "H", "H", "H", "H", "H", "H", "H", "H", "H", "H", "H", "H", "H", "H", "H", "H", "H", "H", "H", "H", "H", "H", "H", "H", "H", "H", "H", "C", "C", "C", "C", "P", "C", "C", "C", "C", "C", "C", "C", "C", "C", "C", "C", "C", "H", "H", "H", "H", "H", "H", "H", "H", "H", "H", "H", "H", "H", "H", "H", "H", "H", "H", "H", "H", "H", "H", "H", "H", "H", "H", "H", "H", "H", "H", "H", "H", "H", "H", "H", "H", "C", "C", "C", "C", "P", "C", "C", "C", "C", "C", "C", "C", "C", "C", "C", "C", "C", "H", "H", "H", "H", "H", "H", "H", "H", "H", "H", "H", "H", "H", "H", "H", "H", "H", "H", "H", "H", "H", "H", "H", "H", "H", "H", "H", "H", "H", "H", "H", "H", "H", "H", "H", "H", "C", "C", "C", "N", "C", "C", "C", "C", "C", "H", "H", "H", "H", "H", "H", "H", "H", "H", "H", "H", "H", "H", "H", "H", "H", "H", "H", "C", "C", "C", "N", "C", "C", "C", "C", "C", "H", "H", "H", "H", "H", "H", "H", "H", "H", "H", "H", "H", "H", "H", "H", "H", "H", "H", "C", "C", "C", "N", "C", "C", "C", "C", "C", "H", "H", "H", "H", "H", "H", "H", "H", "H", "H", "H", "H", "H", "H", "H", "H", "H", "H", "C", "C", "C", "N", "C", "C", "C", "C", "C", "H", "H", "H", "H", "H", "H", "H", "H", "H", "H", "H", "H", "H", "H", "H", "H", "H", "H", "C", "C", "C", "N", "C", "C", "C", "C", "C", "H", "H", "H", "H", "H", "H", "H", "H", "H", "H", "H", "H", "H", "H", "H", "H", "H", "H", "C", "C", "O", "O", "H", "H", "H", "C", "C", "O", "O", "H", "H", "H", "C", "C", "O", "O", "H", "H", "H", "C", "C", "O", "O", "H", "H", "H"],
  "positions_angstrom": [[6.05835, -9.18465, -0.34335], [6.10598, -7.71688, -0.69203], [6.51089, -7.47867, -2.16198], [6.72053, -5.99021, -2.39101], [6.99350, -5.40091, -4.08652], [8.34464, -6.34123, -4.80509], [9.61384, -6.33602, -3.89178], [10.92920, -6.47594, -4.56018], [11.35346, -7.85946, -5.07679], [7.34952, -3.64943, -3.99519], [8.60427, -3.17691, -3.37688], [8.64822, -1.66860, -3.15650], [8.66519, -0.85679, -4.44372], [5.46995, -5.53326, -5.07520], [4.27184, -4.70621, -4.45662], [3.07304, -4.56024, -5.38429], [1.92724, -3.68422, -4.82053], [7.02933, -9.67351, -0.44059], [5.23482, -9.70559, -0.84436], [5.83613, -9.28492, 0.72962], [6.75239, -7.17327, -0.01254], [5.11276, -7.31265, -0.50571], [5.79158, -7.93131, -2.85878], [7.44409, -8.01650, -2.35327], [7.52938, -5.62178, -1.75237], [5.78850, -5.49618, -2.08672], [8.51296, -5.78301, -5.73629], [8.04600, -7.38602, -4.99325], [9.47807, -7.17130, -3.20417], [9.65958, -5.40229, -3.32345], [11.66236, -6.10047, -3.84355], [10.99119, -5.71707, -5.35282], [12.35702, -7.86906, -5.51200], [10.62292, -8.21874, -5.81616], [11.40592, -8.53547, -4.22048], [6.44434, -3.28109, -3.49457], [7.19703, -3.24735, -5.00727], [9.43764, -3.55806, -3.97627], [8.72289, -3.68291, -2.42050], [9.48941, -1.40043, -2.52510], [7.73737, -1.46003, -2.60409], [7.76197, -0.88343, -5.05323], [9.52741, -1.20263, -5.01269], [8.79676, 0.20866, -4.20284], [5.14655, -6.58231, -5.17758], [5.76862, -5.21132, -6.06597], [4.55696, -3.70515, -4.12658], [3.90512, -5.23386, -3.55978], [2.65213, -5.56062, -5.55287], [3.38512, -4.13086, -6.34138], [1.11764, -3.65257, -5.55201], [2.21395, -2.64782, -4.63681], [1.48114, -4.01081, -3.88237], [-4.78027, 2.96364, 7.67166], [-3.46316, 3.17828, 6.84540], [-2.48799, 2.09726, 7.14347], [-1.33921, 2.16695, 6.04115], [0.33417, 1.56562, 6.54626], [0.77789, -0.07127, 5.84965], [-0.38158, -1.08460, 5.80141], [0.10719, -2.43925, 5.24037], [1.03436, -3.24629, 6.12145], [1.63924, 2.73952, 5.88849], [1.66557, 2.95793, 4.40324], [2.65138, 4.05993, 4.02222], [2.59966, 4.38112, 2.56638], [0.46140, 1.53185, 8.35240], [-0.35326, 0.43071, 9.12239], [0.46459, -0.81349, 9.38645], [-0.21225, -1.68123, 10.46623], [-5.28279, 2.04103, 7.36479], [-5.50468, 3.75610, 7.49606], [-4.52628, 2.89430, 8.73343], [-3.01920, 4.15788, 7.07606], [-3.67257, 3.24215, 5.76573], [-2.99672, 1.13280, 7.16057], [-2.10874, 2.25248, 8.15776], [-1.17966, 3.22305, 5.81268], [-1.56612, 1.70307, 5.07548], [1.68391, -0.40321, 6.36538], [0.96568, 0.14591, 4.77778], [-1.17138, -0.67214, 5.15505], [-0.91868, -1.24496, 6.74836], [0.62088, -2.20506, 4.29870], [-0.75562, -3.07153, 5.01912], [0.59454, -3.38404, 7.13201], [2.02510, -2.81995, 6.23432], [0.97965, -4.29281, 5.82966], [2.63242, 2.49034, 6.27085], [1.34966, 3.67021, 6.39232], [0.67827, 3.18243, 3.97462], [1.86921, 1.98862, 3.91470], [3.66540, 3.80937, 4.35192], [2.39990, 4.94678, 4.62226], [2.80444, 3.52127, 1.89774], [3.17758, 5.26124, 2.24441], [1.55518, 4.65265, 2.30054], [0.19662, 2.55820, 8.59199], [1.52450, 1.46658, 8.58223], [-1.27192, 0.21363, 8.56395], [-0.77317, 0.78272, 10.08046], [1.45569, -0.49482, 9.72850], [0.64471, -1.42321, 8.49086], [-1.21510, -1.93761, 10.10846], [-0.33201, -1.11412, 11.39121], [0.32545, -2.61136, 10.65632], [-3.87532, 2.92407, 2.63303], [-5.07013, 2.85327, 1.65665], [-6.34810, 3.00685, 2.43581], [-7.58303, 2.80935, 1.54177], [-9.20870, 2.82518, 2.34176], [-9.34883, 4.27980, 3.36315], [-9.04942, 5.64580, 2.67910], [-8.93334, 6.85611, 3.62382], [-10.29259, 7.41068, 4.07933], [-10.55893, 2.81765, 1.13631], [-10.49012, 1.80257, -0.03553], [-11.54899, 0.63072, 0.08242], [-11.65968, -0.18771, -1.20999], [-9.35769, 1.41619, 3.51140], [-8.97103, -0.01626, 2.93125], [-9.50949, -1.11292, 3.85228], [-10.99966, -1.38022, 3.68333], [-3.99500, 2.19585, 3.43410], [-3.96275, 3.91753, 3.10878], [-2.93250, 2.72348, 2.11369], [-5.11912, 1.88029, 1.16430], [-5.00617, 3.67373, 0.94080], [-6.39362, 4.02612, 2.82021], [-6.38054, 2.26329, 3.24076], [-7.54942, 1.86587, 1.00080], [-7.68485, 3.61600, 0.80802], [-8.61222, 4.20846, 4.18556], [-10.37189, 4.25848, 3.75071], [-9.81212, 5.90607, 1.93841], [-8.11921, 5.55712, 2.11421], [-8.44670, 7.64978, 3.03603], [-8.32252, 6.57001, 4.48009], [-10.91025, 6.80814, 4.76703], [-10.94749, 7.56010, 3.21061], [-10.09255, 8.38802, 4.48729], [-10.59011, 3.85966, 0.80860], [-11.49324, 2.70004, 1.69103], [-9.47346, 1.36683, -0.15346], [-10.70129, 2.32055, -0.97164], [-12.56011, 1.04482, 0.35220], [-11.31497, -0.01260, 0.93855], [-12.42623, -0.94325, -1.04586], [-10.71947, -0.67221, -1.48391], [-12.00684, 0.43192, -2.04596], [-10.35820, 1.46737, 3.95583], [-8.66338, 1.69236, 4.31299], [-7.87790, -0.09145, 2.90744], [-9.42945, -0.21481, 1.95272], [-9.29948, -0.94370, 4.91612], [-8.92834, -2.01432, 3.60083], [-11.21846, -1.62573, 2.64319], [-11.59408, -0.46907, 3.86625], [-11.39233, -2.11217, 4.38991], [-1.58268, -4.01053, -1.21743], [-0.57547, -4.01510, -0.10543], [0.21836, -5.32791, -0.10605], [1.48198, -5.29333, 0.66056], [2.39534, -4.30853, 0.05169], [1.22913, -4.97903, 2.12808], [2.41109, -5.60143, 2.87142], [3.00148, -6.62416, 1.84058], [2.07457, -6.65523, 0.72967], [-2.08735, -3.04878, -1.19888], [-2.34038, -4.79505, -1.13634], [-1.12122, -4.17286, -2.19926], [-1.08594, -3.85922, 0.84193], [0.09368, -3.17271, -0.28956], [0.47419, -5.62514, -1.12175], [-0.38667, -6.11030, 0.37531], [2.17836, -3.28219, 0.34492], [2.32927, -4.43481, -1.02751], [3.43643, -4.53464, 0.35641], [1.09145, -3.88564, 2.21577], [0.27288, -5.45148, 2.40285], [3.13902, -4.85183, 3.19257], [2.06598, -6.16412, 3.73650], [4.01292, -6.36098, 1.47791], [3.15083, -7.61803, 2.25932], [2.58797, -6.86459, -0.19926], [1.23533, -7.34118, 0.86849], [8.00548, 1.04847, -0.02233], [7.43512, 0.98470, 1.43797], [6.07045, 0.20500, 1.32108], [5.45685, -0.15898, 2.59236], [5.22992, 1.12374, 3.43155], [6.22664, -1.07807, 3.43814], [5.23460, -1.87747, 4.27149], [3.80886, -1.55620, 3.72878], [4.11454, -0.85656, 2.41599], [8.27563, 0.02889, -0.32589], [8.94564, 1.60606, -0.05870], [7.24780, 1.49796, -0.68316], [7.20540, 2.01919, 1.72452], [8.17769, 0.44376, 2.06296], [6.24101, -0.72330, 0.73416], [5.34354, 0.80985, 0.78140], [4.73927, 1.86727, 2.81252], [6.22066, 1.51721, 3.72912], [4.75988, 0.79989, 4.36032], [6.89721, -0.50796, 4.08135], [6.78299, -1.73866, 2.77176], [5.38617, -1.69225, 5.34950], [5.46434, -2.92905, 4.07331], [3.23747, -0.89429, 4.39047], [3.18935, -2.45004, 3.59846], [3.39827, -0.23157, 1.88691], [4.36922, -1.64195, 1.67739], [3.51738, -1.28713, -1.89923], [2.23048, -0.44371, -2.07888], [2.20966, 0.65735, -1.06114], [1.05636, 1.58197, -1.26337], [1.27070, 2.52834, -2.43336], [0.89569, 2.47523, -0.07004], [-0.54471, 2.96349, -0.11292], [-1.24273, 1.95077, -1.02423], [-0.24723, 0.86217, -1.36656], [3.54827, -2.14425, -2.57593], [3.63903, -1.65975, -0.86960], [4.39545, -0.66023, -2.05398], [1.33959, -1.06195, -1.96078], [2.20404, -0.03681, -3.07670], [3.10965, 1.26991, -0.99692], [1.99145, 0.25697, -0.07022], [0.44670, 3.23960, -2.47367], [1.37926, 2.03103, -3.40269], [2.23159, 3.02663, -2.23068], [1.61740, 3.29229, -0.12902], [1.02557, 1.81880, 0.77655], [-0.61406, 3.95516, -0.57173], [-0.91542, 2.91438, 0.92635], [-1.50283, 2.42577, -1.97780], [-2.05605, 1.45444, -0.48916], [-0.39607, 0.56059, -2.42053], [-0.25646, 0.07748, -0.59159], [3.90536, 1.46338, -4.76634], [2.70708, 1.26664, -5.67191], [2.17454, 2.68423, -6.12089], [0.92236, 2.61882, -6.87164], [0.77192, 3.86572, -7.61452], [0.89326, 1.48094, -7.83875], [-0.60738, 1.33191, -8.14909], [-1.38060, 1.83285, -6.92039], [-0.30318, 2.39535, -5.96764], [4.24722, 0.48695, -4.41707], [3.66790, 2.15796, -3.95504], [4.73020, 1.98120, -5.27298], [1.86459, 0.75907, -5.11363], [3.01762, 0.76983, -6.59846], [2.95158, 3.07409, -6.80430], [2.06570, 3.40544, -5.31366], [1.56912, 3.91594, -8.37657], [0.82532, 4.71850, -6.94360], [-0.12659, 3.80924, -8.21140], [1.56078, 1.64417, -8.70287], [1.25018, 0.61232, -7.29026], [-0.85201, 1.89710, -9.04631], [-0.86251, 0.29294, -8.35969], [-2.10272, 2.60860, -7.15294], [-1.84720, 0.96806, -6.43336], [-0.47928, 3.39254, -5.52132], [-0.00322, 1.58799, -5.29687], [-5.28658, 6.81137, -4.71786], [-5.10988, 5.34484, -4.29059], [-6.44077, 4.74918, -3.93914], [-6.47749, 3.27460, -3.63955], [-7.89407, 2.94757, -3.17234], [-5.47327, 2.89508, -2.55756], [-4.60870, 1.81892, -3.19777], [-5.43797, 1.21363, -4.29782], [-6.16412, 2.43457, -4.84678], [-5.83837, 7.38249, -3.97540], [-5.83295, 6.88078, -5.66636], [-4.31570, 7.26786, -4.92007], [-4.34772, 5.26531, -3.50510], [-4.58869, 4.76891, -5.07418], [-7.09495, 4.81564, -4.79798], [-6.89925, 5.21774, -3.07050], [-8.03781, 3.39155, -2.18824], [-7.94727, 1.86825, -2.94778], [-8.63444, 3.17545, -3.93682], [-6.04532, 2.47632, -1.71473], [-4.95654, 3.79090, -2.26137], [-4.28695, 1.08566, -2.45377], [-3.79037, 2.29597, -3.76137], [-6.15765, 0.43999, -3.95131], [-4.82481, 0.64789, -5.02454], [-7.05484, 2.30159, -5.45278], [-5.41733, 3.01803, -5.39822], [-1.59791, -1.00594, 2.33571], [-0.17578, -0.44464, 2.26183], [0.71985, -1.23118, 1.76824], [0.06775, 0.66080, 2.65571], [-2.24233, -0.26735, 2.82654], [-1.66639, -2.02620, 2.71805], [-1.91872, -1.04521, 1.28623], [-2.02302, -2.80513, -5.37675], [-1.46950, -1.48318, -4.81808], [-0.43283, -1.03745, -5.34048], [-2.14211, -1.00185, -3.87666], [-2.60155, -3.29141, -4.58263], [-1.21776, -3.49109, -5.66627], [-2.65209, -2.64715, -6.25613], [5.80227, 4.55542, 1.07302], [4.87629, 4.06464, -0.02116], [4.80350, 2.82453, -0.30724], [4.28428, 4.99611, -0.59117], [6.81539, 4.65515, 0.66572], [5.95813, 3.92269, 1.96306], [5.45773, 5.55992, 1.28568], [0.64445, 6.07982, -2.75575], [-0.58004, 5.72507, -3.55140], [-1.48240, 5.02992, -2.98232], [-0.50743, 6.04301, -4.75367], [1.00427, 7.10439, -2.89058], [1.44277, 5.39803, -3.06026], [0.44251, 5.95390, -1.69449]],
  "forces_ev_per_a": [[-0.19, -0.26, 1.25], [-0.27, -0.26, -0.77], [0.40, -0.33, 0.24], [-0.68, 0.37, -0.21], [-0.08, -0.99, 0.47], [0.42, 0.18, -0.01], [-1.42, -0.11, 0.45], [1.61, 0.54, -1.04], [-0.48, 0.30, 0.31], [-1.81, 0.15, -1.07], [1.38, -0.23, 0.54], [-0.78, -0.31, -0.34], [0.47, 0.54, 0.34], [-0.70, 0.09, 0.94], [0.17, -0.38, -0.01], [-0.65, -0.05, 0.25], [0.25, 0.13, -0.36], [-0.20, -0.12, -0.47], [0.49, -0.06, -0.25], [-0.03, 0.03, -0.17], [0.45, 0.08, 0.02], [-0.31, 0.29, -0.18], [-0.10, 0.25, 0.23], [0.03, 0.02, 0.07], [-0.06, 0.05, -0.13], [0.18, 0.26, 0.14], [0.25, -0.49, -0.18], [-0.10, 0.53, -0.28], [0.01, 0.11, 0.36], [-0.18, -0.38, 0.10], [0.18, -0.29, 0.09], [-0.04, -0.22, -0.18], [-0.29, 0.25, -0.09], [0.34, -0.15, 0.19], [-0.22, -0.21, -0.15], [0.23, 0.17, 0.36], [0.28, -0.16, -0.05], [0.11, 0.48, -0.06], [0.07, 0.07, 0.33], [0.15, -0.03, 0.00], [-0.18, 0.39, 0.38], [-0.04, -0.41, 0.05], [-0.06, 0.27, -0.38], [0.16, -0.33, -0.12], [0.31, 0.26, 0.11], [-0.17, 0.30, -0.33], [0.28, -0.04, -0.10], [0.31, 0.08, -0.10], [0.19, 0.16, -0.31], [-0.04, -0.18, 0.03], [0.04, 0.10, 0.10], [0.19, 0.07, -0.21], [0.13, -0.48, 0.14], [0.77, 0.11, -0.75], [-1.70, 0.89, 0.11], [1.32, -0.42, -0.84], [0.31, -0.25, 1.00], [0.87, -0.40, -0.64], [-1.14, 0.59, -0.54], [-0.26, -0.47, 0.26], [-0.18, 0.60, -0.33], [-1.18, -0.38, 1.37], [-1.32, 0.12, 1.32], [-0.19, -0.84, -0.93], [0.07, 0.03, 0.84], [-1.02, 0.42, -1.56], [-0.30, -0.07, 0.06], [-0.38, 0.66, -0.60], [0.31, -0.53, 0.57], [-0.12, 0.22, -0.62], [0.22, -0.07, 0.09], [0.13, 0.21, 0.21], [-0.24, 0.09, -0.11], [-0.13, -0.19, 0.14], [-0.15, -0.25, 0.23], [0.18, -0.17, -0.22], [0.21, -0.04, -0.21], [0.09, 0.10, 0.04], [-0.23, -0.13, 0.21], [-0.13, -0.07, -0.04], [0.36, -0.04, 0.43], [0.39, -0.12, -0.15], [0.52, 0.05, 0.11], [-0.21, -0.20, -0.14], [-0.09, 0.19, -0.14], [0.26, 0.62, -0.21], [0.26, -0.30, -0.11], [0.87, -0.05, -0.59], [-0.14, -0.30, 0.13], [0.20, 0.13, 0.02], [0.04, 0.23, 0.36], [0.36, 0.36, -0.08], [0.04, -0.20, -0.06], [-0.02, -0.04, -0.20], [0.36, 0.38, 0.44], [0.13, -0.57, 0.23], [0.35, -0.07, 0.17], [-0.26, 0.17, 0.48], [0.12, -0.13, 0.04], [0.22, -0.26, -0.09], [0.61, 0.35, -0.28], [-0.04, -0.10, 0.09], [-0.16, 0.24, 0.01], [0.03, -0.11, 0.16], [0.11, -0.14, 0.01], [0.01, 0.16, 0.06], [-0.76, 0.31, -0.38], [0.47, -0.35, 0.60], [-1.09, 0.05, -0.15], [-0.60, 0.12, -0.17], [-0.07, -1.01, 0.83], [0.24, 1.32, 0.13], [-0.14, -0.10, -0.37], [-0.72, -0.55, -0.29], [-0.24, -0.27, -0.53], [0.24, 0.09, -0.16], [-0.50, -0.90, 0.16], [-0.03, 0.99, 0.15], [-0.29, 0.30, 0.40], [0.65, -0.25, -0.94], [-0.74, 0.95, 1.13], [0.29, -0.78, 0.25], [-0.27, 0.91, -0.10], [0.01, -0.21, -0.01], [0.74, -0.31, -0.22], [-0.07, 0.43, 0.28], [0.28, 0.07, -0.35], [0.14, -0.22, -0.29], [0.01, -0.09, 0.50], [0.05, 0.29, 0.13], [0.18, -0.14, -0.17], [0.29, -0.04, -0.17], [-0.52, -0.35, -0.13], [0.13, 0.07, 0.32], [-0.07, -0.24, -0.01], [0.15, -0.05, 0.03], [0.07, -0.26, 0.42], [0.22, 0.27, 0.04], [0.70, 0.11, 0.02], [0.23, 0.10, 0.00], [-0.31, 0.28, 0.46], [0.03, 0.00, -0.34], [0.07, -0.14, 0.17], [-0.53, 0.18, 0.12], [0.00, 0.12, 0.04], [0.91, -0.09, -0.43], [0.18, 0.02, -0.18], [0.12, -0.20, -0.19], [-0.08, 0.01, 0.04], [0.18, -0.06, 0.16], [0.04, -0.17, -0.24], [-0.03, -0.23, 0.03], [-0.21, 0.12, -0.35], [0.43, 0.36, 0.02], [0.14, 0.32, -0.21], [-0.34, 0.05, 0.09], [-0.08, -0.48, 0.11], [0.23, -0.11, 0.09], [0.17, -0.18, -0.32], [-0.59, -0.30, -0.61], [0.76, -0.32, -0.20], [-1.25, 0.14, 0.23], [-0.59, 0.45, 0.80], [1.45, -0.04, -0.09], [-0.38, 0.61, 0.02], [0.20, -0.50, -0.38], [2.08, 0.13, 1.79], [-0.95, -0.29, -1.56], [-0.13, 0.04, -0.37], [0.02, 0.04, 0.25], [0.01, 0.34, 0.13], [0.20, 0.05, 0.20], [0.01, 0.07, 0.33], [-0.04, -0.08, -0.06], [0.12, 0.09, -0.40], [-0.36, -0.12, 0.02], [0.03, 0.18, -0.04], [-0.56, 0.09, -0.07], [0.15, -0.40, 0.06], [0.38, 0.04, -0.20], [-0.07, -0.20, -0.04], [0.00, 0.30, 0.14], [-0.41, 0.24, 0.35], [-0.20, 0.02, 0.16], [-0.22, -0.19, -0.44], [0.16, 0.01, -0.05], [-0.16, -0.26, 0.80], [-0.66, -0.52, -1.45], [1.58, 0.13, -1.11], [-1.56, 1.57, 1.79], [1.23, -0.68, -0.13], [0.68, -0.43, 0.27], [-0.32, -0.60, 0.25], [0.12, 0.71, 0.43], [0.83, -1.08, -1.40], [-0.26, 0.11, -0.22], [-0.32, 0.18, 0.06], [0.37, -0.15, 0.11], [0.37, -0.38, 0.37], [-0.61, 0.60, 0.00], [-0.13, 0.30, 0.46], [0.07, 0.39, -0.18], [-0.47, -0.04, 0.12], [-0.47, -0.24, -0.40], [-0.48, 0.32, -0.29], [0.20, -0.13, -0.37], [0.16, 0.17, 0.10], [-0.34, -0.12, -0.52], [-0.17, 0.06, 0.37], [0.18, -0.13, -0.02], [0.18, 0.24, -0.16], [-0.21, 0.29, 0.64], [-0.14, 0.17, 0.16], [-0.23, 0.27, 0.26], [0.75, -0.79, 0.31], [-0.52, 0.33, 0.55], [0.53, 0.84, -0.93], [0.74, -0.17, 0.10], [-0.02, 0.29, 0.01], [0.22, -0.12, 0.13], [-0.48, -0.24, -0.07], [-0.03, 0.43, -0.33], [-0.02, 0.10, -0.01], [-0.32, 0.01, -0.13], [0.07, 0.03, -0.26], [0.04, -0.11, -0.08], [0.02, 0.06, -0.46], [0.21, 0.10, -0.17], [0.26, -0.35, 0.13], [0.05, 0.08, -0.01], [-0.34, -0.37, 0.43], [-0.41, 0.12, 0.05], [0.22, -0.33, 0.17], [0.28, 0.05, 0.49], [-0.17, -0.02, 0.42], [-0.04, 0.38, -0.55], [-0.69, 0.05, 0.49], [-0.43, 0.36, -0.52], [0.07, -0.67, 0.75], [0.20, -0.04, -0.63], [0.22, 0.47, -0.09], [-1.12, 1.53, 0.34], [1.87, -1.16, 0.08], [-0.34, -0.39, -0.16], [0.44, 0.64, -1.27], [-0.67, -0.71, 0.11], [0.19, -0.19, -0.69], [0.56, 0.02, 0.64], [0.52, 0.13, -0.69], [0.15, 0.25, 0.27], [0.01, -0.48, 0.31], [-0.08, -0.37, -0.16], [0.97, -0.06, -0.90], [-0.25, -0.37, 0.54], [-0.42, 0.08, 0.26], [-0.11, -0.07, 0.18], [-0.05, 0.07, 0.56], [-0.32, 0.10, 0.02], [-0.50, 0.34, 0.31], [-0.39, 0.21, 0.42], [-0.31, -0.04, -0.19], [-0.11, 0.05, -0.02], [0.20, 0.05, 0.02], [-0.18, -0.09, -0.15], [-0.07, 0.41, 0.01], [-0.24, -0.65, 0.22], [-0.18, 0.31, 0.30], [0.10, -0.39, -0.60], [1.33, -0.03, -0.15], [-0.22, -0.36, -0.25], [-1.14, -0.24, 0.68], [0.96, -1.17, 0.47], [-0.65, -0.79, -0.12], [0.62, 0.29, -0.16], [-1.28, -1.49, -0.26], [1.23, 0.18, -0.35], [0.11, 0.11, 0.12], [-0.08, -0.09, 0.20], [-0.07, -0.04, 0.33], [-0.35, 0.28, 0.30], [-0.49, 0.33, -0.15], [-0.40, 0.46, -0.15], [-0.01, 0.26, -0.06], [-0.25, 0.60, -0.35], [0.18, 0.27, -0.47], [0.14, 0.39, 0.18], [0.19, 0.28, -0.22], [0.28, 0.14, 0.20], [0.41, 0.22, -0.34], [0.29, -0.17, 0.89], [0.23, 0.53, 0.10], [-0.21, 0.68, 0.18], [-0.03, -0.12, 0.06], [-0.39, -0.13, -0.16], [-0.08, 0.67, -0.83], [0.98, -4.06, -1.12], [-0.57, -0.13, 0.03], [0.11, 3.59, 1.43], [-0.03, -0.46, 0.19], [0.07, 0.25, 0.22], [-0.16, -0.13, 0.09], [0.22, -0.52, 0.32], [-0.83, -0.78, 0.11], [0.89, 0.75, -0.24], [0.14, 0.66, 0.30], [-0.11, 0.09, -0.32], [-0.07, 0.22, -0.09], [0.01, 0.07, 0.12], [0.92, -0.14, 0.21], [-0.35, 0.29, -0.58], [-0.05, -0.55, 0.47], [-0.38, -0.63, -0.17], [-0.10, 0.05, -0.19], [-0.53, 0.13, -0.12], [0.16, 0.05, 0.57], [0.31, 0.31, 1.04], [-0.01, -0.52, -0.52], [0.06, -0.03, -0.06], [-0.57, -0.32, -0.55], [-0.15, -0.23, -0.31], [0.11, 0.12, 0.11], [0.19, -0.15, 0.22]],
  "charge": 4,
  "orbital_gap_ev": 5.849,
  "lumo_energy_ev": -6.56,
  "fmax_ev_per_a": 4.322,
  "spin_multiplicity": 1
}